[1]
Below is the molecule C4H10N2 in a non-equilibrium geometry, with properties calculated with ωB97M-V with the def2-TZVPD basis set.

Geometry as XYZ:
```
16
Properties=species:S:1:pos:R:3:forces:R:3
C 0.7589 -1.6148 -0.2133 -0.705 -1.894 0.741
C -0.6468 -1.0384 -0.4655 0.199 0.936 -0.942
C -0.6348 0.4397 -0.9712 0.076 -0.650 0.869
N -0.6741 1.4133 0.1916 -2.185 -1.580 -2.287
C 0.2068 1.1004 1.1741 2.282 0.042 1.306
N 1.2964 1.6909 1.5353 -2.069 0.740 1.511
H 0.9926 -2.4318 -0.8879 0.049 0.243 -0.819
H 0.7077 -2.2274 0.6908 0.133 0.389 0.459
H 1.6447 -1.0008 -0.1323 -0.258 0.682 -0.069
H -1.2211 -1.6722 -1.1706 0.577 0.358 0.089
H -1.2933 -1.0097 0.4055 0.213 -0.199 0.414
H -1.4867 0.5455 -1.6415 -0.202 0.562 0.327
H 0.2639 0.6607 -1.5620 -0.036 -0.220 0.065
H -1.0700 2.2670 -0.1580 0.857 0.767 0.821
H 0.0340 0.1765 1.7597 0.047 -0.170 -1.257
H 1.1219 2.7011 1.4452 1.022 -0.008 -1.230
```
Forces are in eV/Å.

Summary:
**E_LUMO**: 1.03 eV
**Spin multiplicity**: 1
**HOMO energy**: -0.3220 Eh
**HOMO-LUMO gap**: 9.793 eV
**ΔE to the lowest compared entry with this formula, charge and spin**: 2.1510 eV

[2]
Below is a structure of composition C42H65N13OPPdSi, with properties calculated with ωB97M-V with the def2-TZVPD basis set.

Geometry as XYZ:
```
124
Properties=species:S:1:pos:R:3:forces:R:3
Pd 0.4058 -0.2889 0.0184 -0.084 0.340 -0.431
C -1.6200 0.9996 -0.7189 0.721 0.043 0.505
Si -3.1916 0.5511 -1.3569 -0.285 -0.452 -0.121
C -3.6230 -1.3265 -1.1075 0.632 -0.333 0.059
N -2.3706 -2.0831 -0.8644 -0.357 0.252 -0.184
C -2.1647 -2.8355 0.3501 -0.162 0.029 -0.234
C -2.4303 -4.3580 0.1723 -0.039 0.234 -0.147
C -3.1377 -4.6143 -1.1605 0.114 0.018 0.105
C -2.2901 -4.1021 -2.3282 -0.062 0.037 -0.010
C -1.7293 -2.6866 -2.0059 -0.032 0.011 0.175
C -4.5957 1.5434 -0.5375 -0.217 -0.073 0.038
C -4.9589 1.2671 0.7884 -0.066 0.024 -0.089
C -5.9881 1.9531 1.4243 0.057 0.010 -0.062
C -6.6973 2.9323 0.7373 0.064 -0.027 -0.009
C -6.3571 3.2271 -0.5768 0.058 -0.017 0.044
C -5.3177 2.5419 -1.1993 0.030 0.002 0.061
C -3.4821 0.7602 -3.2486 -0.002 -0.061 -0.085
C -4.6412 0.3003 -3.8895 0.067 0.083 -0.024
C -4.7926 0.3697 -5.2694 0.061 0.030 0.052
C -3.7745 0.9046 -6.0532 0.000 -0.010 0.066
C -2.6168 1.3703 -5.4444 -0.045 -0.022 0.087
C -2.4779 1.2958 -4.0592 -0.056 0.016 -0.033
H -0.7483 0.7632 -1.3537 0.090 0.157 -0.248
H -1.5447 1.9971 -0.2832 0.088 -0.002 -0.132
H -4.1411 -1.7416 -1.9882 -0.086 0.015 0.113
H -4.3053 -1.4579 -0.2576 0.094 -0.001 -0.014
H -2.8036 -2.4166 1.1262 -0.076 0.018 0.054
H -1.1292 -2.6781 0.6704 -0.090 0.041 0.034
H -3.0300 -4.7478 0.9988 0.068 0.050 -0.011
H -1.4806 -4.9092 0.1809 -0.094 0.128 -0.070
H -4.1011 -4.0965 -1.1561 0.008 -0.009 0.005
H -3.3452 -5.6817 -1.2826 -0.047 -0.026 -0.017
H -2.8955 -4.0816 -3.2385 0.015 -0.029 -0.015
H -1.4641 -4.8002 -2.5109 -0.010 0.022 -0.003
H -1.8448 -2.0230 -2.8632 0.027 0.033 -0.059
H -0.6532 -2.7460 -1.7922 -0.140 0.034 -0.028
H -4.4181 0.4962 1.3323 -0.029 0.040 -0.020
H -6.2370 1.7264 2.4555 -0.010 -0.019 -0.028
H -7.5088 3.4612 1.2239 0.010 0.005 0.000
H -6.9018 3.9941 -1.1163 0.010 -0.011 -0.005
H -5.0596 2.7894 -2.2249 -0.037 -0.037 0.024
H -5.4479 -0.1178 -3.2923 0.020 -0.010 -0.026
H -5.6991 0.0028 -5.7379 -0.009 0.007 0.008
H -3.8847 0.9535 -7.1310 0.001 0.007 0.021
H -1.8206 1.7894 -6.0500 0.004 -0.008 0.019
H -1.5700 1.6546 -3.5805 -0.043 -0.025 -0.028
C -1.0218 5.0529 -0.5377 -0.124 -0.044 0.110
N -0.8773 4.9593 0.9112 0.157 0.479 -0.324
C -1.3162 6.1275 1.6414 -0.082 -0.115 -0.090
P 0.1554 3.8327 1.5485 0.378 -0.278 0.205
O 1.0442 3.2769 0.5083 -0.059 -0.017 0.119
N -0.7958 2.8058 2.4296 -0.418 -0.217 -0.354
C -2.2577 2.8681 2.3670 0.059 0.132 0.056
C -0.3484 1.4178 2.5903 -0.015 -0.051 0.542
N 1.0960 4.5582 2.7398 -0.035 0.237 -0.002
C 0.6652 4.8478 4.0922 0.074 -0.095 -0.085
C 2.1760 5.4149 2.2770 -0.010 -0.053 -0.011
H -2.0785 5.0228 -0.8216 -0.015 0.032 0.024
H -0.5179 4.2152 -1.0148 -0.004 0.021 0.055
H -0.5862 5.9910 -0.9032 0.015 -0.011 -0.026
H -2.3591 6.3521 1.3956 -0.028 0.002 0.010
H -0.7184 7.0140 1.3929 0.024 0.026 0.002
H -1.2599 5.9654 2.7157 -0.002 -0.027 0.009
H -2.5978 3.8612 2.0838 -0.002 -0.043 0.013
H -2.6709 2.6334 3.3545 0.037 -0.042 -0.006
H -2.6497 2.1549 1.6442 0.009 -0.063 -0.051
H 0.6859 1.3864 2.9352 0.046 -0.002 -0.096
H -0.4752 0.8025 1.6788 0.082 0.327 0.034
H -0.9826 0.9717 3.3641 0.136 -0.029 0.108
H -0.1525 4.1859 4.3683 -0.017 -0.003 -0.014
H 0.3426 5.8914 4.2174 -0.007 0.006 -0.016
H 1.4949 4.6829 4.7883 -0.004 -0.019 -0.009
H 2.4936 5.1014 1.2835 -0.032 -0.019 0.044
H 3.0318 5.3357 2.9536 0.008 -0.008 0.020
H 1.8783 6.4730 2.2372 -0.019 -0.005 0.021
C 3.2995 -0.7446 -1.5829 0.032 -0.137 0.026
N 2.9613 -0.1353 -0.2943 -0.272 -0.028 0.113
C 3.3747 1.2785 -0.3211 0.094 -0.140 -0.041
N 4.8237 1.4124 -0.5771 -0.027 -0.101 -0.039
C 5.1218 0.7643 -1.8591 -0.111 -0.061 0.154
N 4.7414 -0.6545 -1.8734 0.030 0.047 0.056
C 5.4623 -1.3225 -0.7862 -0.069 0.102 0.014
N 5.1785 -0.7336 0.5287 0.007 0.049 -0.041
C 3.7255 -0.8168 0.7508 0.084 -0.007 -0.073
C 5.5443 0.6886 0.4726 -0.148 -0.042 -0.105
H 2.7400 -0.2339 -2.3654 -0.036 0.016 -0.032
H 3.0037 -1.7981 -1.5627 -0.017 0.135 0.013
H 3.1270 1.7393 0.6321 -0.067 0.053 0.025
H 2.8161 1.7951 -1.0996 -0.047 0.016 0.031
H 6.1934 0.8427 -2.0578 0.035 0.010 -0.004
H 4.5767 1.2830 -2.6486 -0.019 0.010 -0.029
H 6.5355 -1.2510 -0.9776 0.038 -0.007 -0.006
H 5.1763 -2.3761 -0.7690 -0.017 -0.027 0.003
H 3.4867 -0.3592 1.7124 -0.016 -0.001 0.029
H 3.4400 -1.8707 0.7671 -0.036 0.039 -0.005
H 6.6184 0.7666 0.2888 0.035 0.012 -0.008
H 5.3160 1.1487 1.4353 -0.005 0.007 0.035
C 1.0856 -2.3982 2.2604 -0.021 -0.400 0.283
C 1.2941 -3.3981 1.1806 0.070 -0.083 -0.200
N 1.2351 -3.1686 -0.1103 0.247 -0.297 0.145
C 1.4752 -4.3791 -0.7281 -0.044 0.161 0.043
C 1.6825 -5.3538 0.1955 -0.026 0.083 0.029
N 1.5719 -4.7211 1.4224 -0.016 -0.055 -0.021
C 1.6395 -5.3724 2.7015 -0.215 0.117 -0.017
N 0.3547 -5.4165 3.3692 0.344 -0.020 -0.151
N 0.1846 -4.7813 4.5472 0.062 -0.024 0.058
N -1.0194 -4.9249 4.9412 -0.224 -0.122 -0.132
C -1.6966 -5.6745 3.9907 -0.019 0.161 0.291
C -3.0251 -6.1049 3.9468 -0.110 0.036 0.023
C -3.4073 -6.8520 2.8594 0.075 -0.063 -0.053
C -2.4961 -7.1663 1.8232 -0.067 -0.159 0.181
C -1.1897 -6.7482 1.8528 0.116 -0.135 0.206
C -0.8112 -5.9948 2.9727 0.054 -0.118 -0.254
H 0.9298 -1.4198 1.7968 0.000 0.333 -0.250
H 1.9339 -2.3602 2.9526 -0.042 -0.011 -0.062
H 0.1902 -2.6301 2.8417 0.019 -0.024 0.012
H 1.4762 -4.4664 -1.8033 0.005 -0.002 0.024
H 1.9018 -6.4069 0.1118 -0.008 0.066 0.021
H 2.3111 -4.8558 3.3818 0.018 0.071 0.049
H 2.0067 -6.3811 2.5317 0.020 -0.118 0.041
H -3.7177 -5.8420 4.7355 0.019 -0.025 -0.008
H -4.4278 -7.2040 2.7873 0.000 0.010 -0.042
H -2.8432 -7.7410 0.9744 -0.030 0.019 -0.001
H -0.5072 -6.9661 1.0421 -0.012 0.024 0.041
```
Forces are in eV/Å.

Summary:
**E_LUMO**: 2.07 eV
**Net charge**: -1
**Spin multiplicity**: 1
**HOMO energy**: -0.0901 Eh
**HOMO-LUMO gap**: 4.523 eV

[3]
Below is a cluster of 2 separate species, C9H16N3O in total in a non-equilibrium geometry, with properties calculated with ωB97M-V with the def2-TZVPD basis set.

Geometry as XYZ:
```
29
Properties=species:S:1:pos:R:3:forces:R:3
C -1.0611 -1.7392 -2.0785 -0.039 0.352 0.278
C -0.3192 -2.1132 0.2413 -0.707 0.212 0.072
N -0.8057 -1.3249 -0.6919 -0.228 -0.255 -1.154
N 0.3862 -3.2014 -0.0784 0.406 0.133 -0.305
N -0.5757 -1.8436 1.5252 0.090 -0.326 0.241
H -1.2179 -0.4203 -0.4961 0.401 0.045 0.772
H 0.8635 -3.2642 -0.9615 -0.111 0.002 -0.024
H 0.3668 -4.0314 0.4813 0.063 0.011 0.366
H 0.0613 -2.1691 2.2261 0.052 -0.204 0.175
H -1.4663 -1.4946 1.8371 0.067 0.374 -0.177
H -2.0132 -2.2352 -2.1211 -0.444 -0.356 -0.113
H -0.3042 -2.3836 -2.4800 0.397 -0.237 -0.105
H -1.1182 -0.8575 -2.7061 0.115 0.165 0.037
C 2.0612 1.8235 -1.5229 0.340 -1.601 0.184
C -0.3086 1.8527 -0.6725 0.509 0.517 0.166
C 1.0478 1.6229 -0.4314 -0.043 0.007 0.170
C -1.2450 1.7752 0.3475 0.575 -0.042 -0.172
C 1.4387 1.3039 0.8634 0.163 1.346 -0.053
C -0.7818 1.6242 1.6574 -1.287 -0.112 -0.210
C 0.5425 1.3996 1.9304 0.769 -0.956 -0.363
O -1.7558 1.6885 2.6107 -0.018 -0.128 0.396
H -0.5569 2.3305 -1.6085 -0.405 -0.529 -0.413
H -2.2990 1.8525 0.1255 -0.116 0.425 0.263
H 2.4603 2.8187 -1.5490 -0.098 0.598 -0.362
H 1.6581 1.4463 -2.4517 -0.298 0.701 -0.592
H 2.5084 1.3228 1.0427 -0.016 -0.624 0.233
H 0.8902 1.1316 2.9203 -0.115 0.397 0.181
H -1.3813 1.9324 3.4654 0.010 -0.094 -0.029
H 2.9250 1.1529 -1.4244 -0.032 0.181 0.538
```
Forces are in eV/Å.

Summary:
**E_LUMO**: -2.79 eV
**Net charge**: +1
**Spin multiplicity**: 1
**HOMO energy**: -0.4261 Eh
**HOMO-LUMO gap**: 8.808 eV
**ΔE to the lowest compared entry with this formula, charge and spin**: 0.4056 eV

[4]
Below is a structure of composition C2H4OS in a non-equilibrium geometry, with properties calculated with ωB97M-V with the def2-TZVPD basis set.

Geometry as XYZ:
```
8
Properties=species:S:1:pos:R:3:forces:R:3
C -1.0482 -0.4280 0.2075 -0.802 -0.304 1.569
C -0.0827 0.0227 -0.7712 1.968 0.482 4.049
O -1.4779 -1.5436 0.3076 -0.371 -0.575 -0.242
S 1.4252 0.0881 1.0163 -0.534 0.693 -2.659
H -1.2787 0.3335 1.0170 -0.106 -0.309 -0.879
H 0.3698 -0.6206 -1.4666 0.258 -0.421 -1.072
H -0.1015 1.0727 -0.7061 0.297 1.320 -1.328
H 2.1940 1.0752 0.3956 -0.709 -0.888 0.562
```
Forces are in eV/Å.

Summary:
**E_LUMO**: -1.11 eV
**Spin multiplicity**: 1
**HOMO energy**: -0.3588 Eh
**HOMO-LUMO gap**: 8.653 eV
**ΔE to the lowest compared entry with this formula, charge and spin**: 2.2327 eV